Record 1
The following is a DFT calculation (the ωB97M-V functional and the def2-TZVPD basis) of the molecule C5H6 in a non-equilibrium geometry.

Last column: Mulliken charge in e.
Atoms and positions in Å:
C -0.200 1.178 -0.023  -0.321
C 0.992 0.668 0.059  -0.479
C 0.897 -0.837 0.021  -0.286
C -0.608 -1.027 -0.069  -0.420
C -1.225 0.159 0.030  -0.433
H -0.347 2.208 -0.006  0.445
H 1.914 1.214 -0.242  0.296
H 1.398 -1.302 -0.824  0.255
H 1.340 -1.350 0.913  0.235
H -1.159 -1.995 -0.010  0.317
H -2.281 0.380 0.064  0.392

- HOMO (hartree) = -0.31770
- gap between HOMO and LUMO (eV) = 9.89
- SMILES = C1=CCC=C1
- ΔE to the lowest compared entry with this formula, charge and spin (kJ/mol) = 35.81

***

Record 2
The following is a DFT calculation (the ωB97M-V functional and the def2-TZVPD basis) of the molecule C7H13N in a non-equilibrium geometry.

Last column: Mulliken charge in e.
Atoms and positions in Å:
C -1.732 -0.461 1.275  -0.859
C -1.925 -0.710 -0.218  -0.329
C -0.565 -0.575 -1.056  -0.959
N -0.582 1.995 -0.889  -0.649
C 0.745 1.359 -0.339  -0.378
C 0.722 -0.064 -0.457  0.475
C 1.738 -0.837 -0.007  -0.050
C 2.959 -0.485 0.502  -0.870
H -2.687 -0.673 1.834  0.365
H -0.743 -0.981 1.532  0.195
H -1.361 0.631 1.350  0.081
H -2.696 0.076 -0.550  0.270
H -2.326 -1.675 -0.286  0.429
H -0.900 0.051 -1.885  0.416
H -0.424 -1.615 -1.507  0.362
H -0.361 3.054 -0.915  0.212
H -0.022 1.604 0.380  0.157
H 1.682 1.952 -0.370  0.402
H 1.553 -1.958 0.066  0.245
H 3.225 0.539 0.922  0.195
H 3.699 -1.225 0.619  0.291

- HOMO (hartree) = -0.27027
- gap between HOMO and LUMO (eV) = 6.49
- ΔE to the lowest compared entry with this formula, charge and spin (kJ/mol) = 606.70

***

Record 3
The following is a DFT calculation (the ωB97M-V functional and the def2-TZVPD basis) of a structure of composition C53H42BrCdN10O.

Last column: Mulliken charge in e.
Atoms and positions in Å:
Cd 0.734 1.122 0.813  3.647
C 1.669 6.473 -3.023  -0.596
C 3.013 6.077 -3.024  -0.614
C 3.471 5.095 -2.158  -0.120
C 2.556 4.520 -1.288  0.282
C 2.663 3.446 -0.291  -0.317
N 3.807 2.853 0.028  -0.536
C 3.908 1.859 0.922  -0.766
C 5.190 1.338 1.400  0.542
C 6.507 1.689 1.136  -0.053
C 7.508 0.975 1.775  -0.678
C 7.201 -0.061 2.669  -0.657
C 5.885 -0.402 2.943  -0.123
C 4.883 0.303 2.291  0.482
C 3.424 0.231 2.342  -0.481
N 2.764 -0.639 3.112  -0.395
C 1.457 -0.577 3.337  -0.048
N 0.601 0.401 2.940  -0.939
C -0.632 0.158 3.437  -0.010
N -1.741 0.882 3.268  -0.368
C -1.833 1.923 2.450  -0.059
N -0.864 2.463 1.669  -0.762
C -1.382 3.452 0.915  -0.086
N -0.756 4.202 0.009  -0.555
C 0.538 4.078 -0.286  -0.239
N 1.438 3.230 0.258  -0.249
C 1.215 4.916 -1.287  0.060
C 0.754 5.897 -2.153  -0.049
C -2.811 3.603 1.239  0.010
C -3.805 4.426 0.736  -0.025
C -5.091 4.268 1.236  -0.612
C -5.373 3.305 2.211  -0.677
C -4.376 2.477 2.709  -0.094
C -3.092 2.642 2.212  0.118
C -0.597 -1.091 4.207  0.070
C -1.584 -1.826 4.849  0.027
C -1.224 -3.035 5.425  -0.726
C 0.097 -3.503 5.356  -0.627
C 1.082 -2.770 4.711  -0.211
C 0.722 -1.555 4.143  0.319
N 2.910 1.146 1.486  -0.140
H 1.340 7.238 -3.718  0.379
H 3.700 6.542 -3.721  0.380
H 4.508 4.780 -2.155  0.535
H 6.734 2.494 0.447  0.537
H 8.546 1.218 1.584  0.391
H 8.005 -0.598 3.157  0.397
H 5.638 -1.199 3.633  0.533
H -0.289 6.189 -2.146  0.551
H -3.579 5.160 -0.028  0.559
H -5.893 4.892 0.858  0.384
H -6.388 3.200 2.574  0.376
H -4.584 1.720 3.456  0.532
H -2.603 -1.456 4.887  0.513
H -1.975 -3.633 5.930  0.386
H 0.347 -4.457 5.806  0.397
H 2.104 -3.127 4.654  0.569
C -3.977 -3.016 -4.896  -2.068
C -2.804 -2.039 -4.985  2.007
C -1.630 -2.764 -5.658  -1.673
C -3.235 -0.859 -5.870  -1.674
C -2.381 -1.524 -3.610  -0.164
C -1.316 -0.633 -3.491  -0.530
C -0.946 -0.169 -2.252  -0.363
Br 0.513 1.064 -2.207  -0.169
C -1.561 -0.512 -1.011  -0.131
O -1.142 -0.062 0.120  -0.214
C -2.664 -1.406 -1.155  -0.540
C -3.014 -1.875 -2.424  -0.481
C -3.502 -1.932 0.031  2.807
C -3.309 -3.453 0.150  -1.686
C -3.135 -1.310 1.383  -1.882
C -4.993 -1.629 -0.199  -1.998
H -4.245 -3.360 -5.899  0.440
H -4.859 -2.544 -4.455  0.373
H -3.719 -3.893 -4.295  0.377
H -1.916 -3.114 -6.656  0.442
H -1.322 -3.627 -5.062  0.367
H -0.766 -2.105 -5.765  0.322
H -3.550 -1.212 -6.858  0.452
H -2.415 -0.150 -6.007  0.332
H -4.067 -0.321 -5.410  0.350
H -0.763 -0.294 -4.360  0.411
H -3.840 -2.573 -2.481  0.207
H -2.255 -3.685 0.328  0.160
H -3.618 -3.976 -0.759  0.357
H -3.893 -3.846 0.989  0.463
H -2.102 -1.513 1.662  -0.160
H -3.793 -1.731 2.153  0.640
H -3.258 -0.226 1.375  0.197
H -5.395 -2.122 -1.086  0.341
H -5.142 -0.552 -0.312  0.420
H -5.577 -1.966 0.664  0.491
N 1.615 -3.383 0.620  0.170
C 0.879 -2.235 0.562  -0.823
N 1.551 -1.228 0.090  0.347
C 2.820 -1.724 -0.190  0.329
C 3.937 -1.085 -0.725  -0.508
C 5.094 -1.827 -0.873  -0.639
C 5.146 -3.183 -0.513  -0.552
C 4.040 -3.837 -0.002  -1.100
C 2.883 -3.080 0.153  0.476
H 1.306 -4.254 1.009  0.246
H -0.155 -2.179 0.880  0.011
H 3.893 -0.040 -1.006  0.433
H 5.982 -1.351 -1.269  0.428
H 6.073 -3.730 -0.640  0.379
H 4.079 -4.885 0.271  0.418

- HOMO (alpha / beta) (hartree) = -0.13698 / -0.13494
- total charge = -1
- gap between HOMO and LUMO (alpha / beta) (eV) = 5.00 / 4.91
- ΔE to the lowest compared entry with this formula, charge and spin (kJ/mol) = 0.00

***

Record 4
The following is a DFT calculation (the ωB97M-V functional and the def2-TZVPD basis) of the ion C3H8NOS2 with charge +1 in a non-equilibrium geometry.

Last column: Mulliken charge in e.
Atoms and positions in Å:
N 0.782 0.307 -2.446  -0.371
C -0.354 0.359 -1.493  -0.066
C -1.414 1.658 -1.500  -0.127
O -1.000 2.739 -1.225  -0.356
C 0.161 0.268 -0.013  -0.793
S 0.472 -1.304 0.658  -0.056
S 0.188 -1.220 2.641  -0.178
H 0.501 0.450 -3.411  0.356
H 1.573 1.057 -2.120  0.432
H 1.174 -0.660 -2.533  0.379
H -1.017 -0.493 -1.868  0.384
H -2.575 1.481 -1.630  0.327
H 0.993 0.912 0.007  0.475
H -0.492 1.006 0.599  0.403
H 1.457 -1.137 3.126  0.191

- HOMO (hartree) = -0.46942
- total charge = +1
- gap between HOMO and LUMO (eV) = 8.55
- SMILES = [NH3+][C@H](C=O)CSS
- ΔE to the lowest compared entry with this formula, charge and spin (kJ/mol) = 167.28

***

Repeat the second record exactly.
The following is a DFT calculation (the ωB97M-V functional and the def2-TZVPD basis) of the molecule C7H13N in a non-equilibrium geometry.

Last column: Mulliken charge in e.
Atoms and positions in Å:
C -1.732 -0.461 1.275  -0.859
C -1.925 -0.710 -0.218  -0.329
C -0.565 -0.575 -1.056  -0.959
N -0.582 1.995 -0.889  -0.649
C 0.745 1.359 -0.339  -0.378
C 0.722 -0.064 -0.457  0.475
C 1.738 -0.837 -0.007  -0.050
C 2.959 -0.485 0.502  -0.870
H -2.687 -0.673 1.834  0.365
H -0.743 -0.981 1.532  0.195
H -1.361 0.631 1.350  0.081
H -2.696 0.076 -0.550  0.270
H -2.326 -1.675 -0.286  0.429
H -0.900 0.051 -1.885  0.416
H -0.424 -1.615 -1.507  0.362
H -0.361 3.054 -0.915  0.212
H -0.022 1.604 0.380  0.157
H 1.682 1.952 -0.370  0.402
H 1.553 -1.958 0.066  0.245
H 3.225 0.539 0.922  0.195
H 3.699 -1.225 0.619  0.291

- HOMO (hartree) = -0.27027
- gap between HOMO and LUMO (eV) = 6.49
- ΔE to the lowest compared entry with this formula, charge and spin (kJ/mol) = 606.70

***

The highest ΔE to the lowest compared entry with this formula, charge and spin belongs to which entry? C7H13N

***

ΔE to the lowest compared entry with this formula, charge and spin of number 4 (C3H8NOS2)? 167.28 kJ/mol